(1)
The following is a quantum chemistry calculation of 2 unconnected molecules or ions with the total composition H3N3O2, from OMol25.

CARTESIAN COORDINATES (ANGSTROEM)
N  1.050  1.016  0.727
N  -0.496  0.365  -0.290
N  -0.485  -0.998  -0.538
O  0.047  -1.712  0.288
O  -1.181  -1.360  -1.449
H  0.593  1.763  1.471
H  1.215  0.064  1.044
H  -0.743  0.862  -1.253

Calculated values
E_LUMO (alpha / beta): -1.2 / -1.2 eV
gap between HOMO and LUMO (alpha / beta): 9.545 / 9.547 eV
largest force on an atom: 4.13 eV/A

***

(2)
The following is a quantum chemistry calculation of 2 unconnected molecules or ions with the total composition H3N3O2P, from OMol25.

CARTESIAN COORDINATES (ANGSTROEM)
N  -0.856  -2.258  1.548
N  0.317  -2.481  1.360
N  0.812  1.705  -1.097
O  -0.627  -0.436  -1.104
O  -0.916  1.029  0.924
P  -0.006  0.465  -0.104
H  -1.318  -1.638  0.957
H  1.228  2.582  -0.773
H  1.366  1.031  -1.710

Calculated values
E_LUMO (alpha / beta): 4.0 / 4.5 eV
gap between HOMO and LUMO (alpha / beta): 8.606 / 6.939 eV
charge: -1
largest force on an atom: 5.46 eV/A

***

(3)
The following is a quantum chemistry calculation of 2 unconnected molecules or ions with the total composition H3N3O2S, from OMol25.

CARTESIAN COORDINATES (ANGSTROEM)
N  0.512  -0.500  0.303
N  -2.015  -0.522  -0.234
N  -1.251  -0.112  -1.056
O  2.004  -0.779  0.834
O  2.081  1.544  -0.227
S  1.716  -0.051  -0.527
H  -3.056  -0.576  -0.383
H  -1.691  -0.872  0.696
H  1.700  1.869  0.595

Calculated values
E_LUMO: 0.7 eV
gap between HOMO and LUMO: 8.987 eV
largest force on an atom: 1.95 eV/A

***

(4)
The following is a quantum chemistry calculation of a single H3N3O2S molecule, from OMol25.

CARTESIAN COORDINATES (ANGSTROEM)
N  -1.402  0.399  0.103
N  -0.037  -0.228  0.060
N  0.893  0.580  -0.402
O  0.645  1.787  -0.353
O  1.938  0.010  -0.638
S  -0.016  -1.992  -0.353
H  -1.293  1.448  -0.184
H  -1.602  0.450  1.125
H  0.873  -2.453  0.641

Calculated values
E_LUMO: 0.0 eV
gap between HOMO and LUMO: 9.783 eV
largest force on an atom: 4.45 eV/A
SMILES: NN(S)[N+](=O)[O-]

***

(5)
The following is a quantum chemistry calculation of 2 unconnected molecules or ions with the total composition H3N3O2S, from OMol25.

CARTESIAN COORDINATES (ANGSTROEM)
N  0.163  1.619  -0.658
N  0.591  0.518  -0.189
N  -0.167  -0.522  -0.664
O  -1.634  -0.108  0.782
O  0.210  -1.669  -0.463
S  1.931  0.240  0.674
H  -2.534  -0.543  0.432
H  0.639  2.413  -0.241
H  0.799  -1.948  0.327

Calculated values
E_LUMO (alpha / beta): -2.3 / -2.3 eV
gap between HOMO and LUMO (alpha / beta): 7.225 / 7.194 eV
largest force on an atom: 5.26 eV/A

***

(6)
The following is a quantum chemistry calculation of 2 unconnected molecules or ions with the total composition H3N3O3, from OMol25.

CARTESIAN COORDINATES (ANGSTROEM)
N  1.426  -0.962  0.224
N  -0.681  0.511  0.694
N  -0.281  0.956  -0.593
O  0.549  1.809  -0.611
O  -0.885  0.456  -1.517
O  -1.634  -0.350  0.626
H  2.089  -0.269  0.557
H  1.238  -1.619  0.977
H  -1.820  -0.531  -0.357

Calculated values
E_LUMO (alpha / beta): -1.8 / -0.9 eV
gap between HOMO and LUMO (alpha / beta): 9.585 / 9.490 eV
largest force on an atom: 1.95 eV/A

***

(7)
The following is a quantum chemistry calculation of 2 unconnected molecules or ions with the total composition H3N3O3, from OMol25.

CARTESIAN COORDINATES (ANGSTROEM)
N  0.985  0.293  1.100
N  0.157  0.833  0.242
N  -0.145  -0.755  -1.335
O  0.640  -1.663  -1.277
O  -0.954  -0.317  -2.048
O  -1.190  0.767  0.655
H  1.543  -0.464  0.661
H  0.709  0.092  2.110
H  -1.746  1.214  -0.108

Calculated values
multiplicity: 3
E_LUMO (alpha / beta): 0.6 / -1.0 eV
gap between HOMO and LUMO (alpha / beta): 8.255 / 9.261 eV
largest force on an atom: 3.15 eV/A
<S²>: 2.0072

***

(8)
The following is a quantum chemistry calculation of 2 unconnected molecules or ions with the total composition H3N4O2, from OMol25.

CARTESIAN COORDINATES (ANGSTROEM)
N  -0.700  0.108  -0.833
N  2.335  -0.190  -0.034
N  0.125  1.015  -0.567
N  -1.644  -0.215  0.098
O  -1.781  0.496  1.105
O  -2.375  -1.170  -0.172
H  1.880  -0.583  0.793
H  2.111  -0.833  -0.793
H  0.049  1.372  0.402

Calculated values
E_LUMO (alpha / beta): 4.5 / 3.5 eV
gap between HOMO and LUMO (alpha / beta): 9.425 / 6.069 eV
charge: -1
largest force on an atom: 1.91 eV/A

***

The records above yield ΔE to the lowest compared entry with this formula, charge and spin values of 261.0; 296.3; 379.6; 235.3; 503.6; 601.7; 296.7; 142.7 kJ/mol, respectively.